C36H37ClF2N3O12P | ωB97M-V/def2-TZVPD

Charge: 0
HOMO energy: -9.5 eV
SMILES: CC(=O)OCCCCCP(F)(CC(=O)F)(CC(=O)Cl)OC(=O)c1ccccc1.O=[N+]([O-])c1ccccc1.O=[N+]([O-])c1ccccc1.O=[N+]([O-])c1ccccc1
LUMO: -0.7 eV
2S+1: 1
Energy: -3462.19482 Ha

Element x y z (Å)
C (-2.23553, 0.74593, -7.96889)
C (-1.55639, -0.37595, -7.25158)
O (-0.51007, -0.85517, -7.56794)
O (-2.26193, -0.81589, -6.16521)
C (-1.67784, -0.42269, -4.91554)
C (-2.76402, -0.25488, -3.87731)
C (-2.17471, 0.26537, -2.55496)
C (-2.65736, -0.54187, -1.35266)
C (-2.55797, 0.22602, -0.01323)
P (-1.59750, -0.67447, 1.23400)
F (-0.36311, -0.78458, 0.06172)
C (-0.35187, 0.00129, 2.39187)
C (1.04564, -0.35707, 1.96624)
O (1.59737, -1.38113, 2.16360)
F (1.67791, 0.67245, 1.36404)
C (-1.77932, -2.48039, 1.16509)
C (-1.18316, -3.22862, 2.33239)
O (-1.37608, -3.06301, 3.48147)
Cl (-0.09630, -4.48969, 1.74499)
O (-2.84663, -0.61027, 2.47147)
C (-2.92816, 0.37231, 3.39628)
O (-2.76122, 0.13327, 4.55888)
C (-3.23721, 1.76266, 2.95369)
C (-2.48008, 2.78877, 3.51694)
C (-2.71306, 4.11449, 3.17896)
C (-3.71278, 4.42495, 2.26576)
C (-4.48969, 3.40936, 1.72337)
C (-4.25844, 2.08460, 2.06349)
H (-1.79956, 0.88486, -8.95101)
H (-3.30481, 0.56552, -8.03048)
H (-2.09476, 1.65060, -7.37579)
H (-1.15285, 0.53039, -5.03782)
H (-0.94555, -1.15867, -4.58088)
H (-3.52259, 0.42166, -4.26604)
H (-3.21921, -1.23297, -3.71674)
H (-2.47141, 1.30606, -2.43101)
H (-1.08550, 0.21100, -2.59516)
H (-2.12682, -1.48887, -1.31111)
H (-3.70754, -0.78016, -1.51889)
H (-2.18860, 1.24254, -0.13767)
H (-3.56085, 0.31958, 0.38123)
H (-0.40572, 1.08790, 2.41595)
H (-0.46717, -0.44039, 3.37906)
H (-2.82700, -2.75018, 1.04302)
H (-1.24929, -2.81630, 0.28336)
H (-1.71325, 2.54108, 4.23762)
H (-2.10346, 4.88283, 3.62166)
H (-3.88706, 5.45459, 1.98991)
H (-5.28063, 3.63000, 1.02084)
H (-4.86797, 1.30360, 1.63340)
O (-2.62139, 5.89656, 5.60934)
N (-1.93411, 6.89876, 5.58691)
O (-2.05180, 7.79387, 4.77474)
C (-0.87923, 7.02706, 6.60590)
C (-0.70454, 6.00067, 7.51518)
C (0.30133, 6.11810, 8.46046)
C (1.10666, 7.24921, 8.48423)
C (0.90715, 8.27092, 7.56491)
C (-0.09376, 8.16421, 6.61326)
H (-1.33922, 5.12792, 7.48506)
H (0.45690, 5.32440, 9.17764)
H (1.89344, 7.33452, 9.22169)
H (1.53343, 9.15176, 7.58673)
H (-0.25952, 8.94882, 5.89082)
O (-2.36731, -2.49007, -3.64888)
N (-1.79433, -3.15063, -2.80758)
O (-2.25927, -3.41996, -1.71344)
C (-0.43732, -3.63303, -3.11358)
C (0.14251, -3.29148, -4.32196)
C (1.43467, -3.72059, -4.57828)
C (2.12224, -4.47443, -3.63474)
C (1.51467, -4.81024, -2.43149)
C (0.22169, -4.39308, -2.16665)
H (-0.39967, -2.69749, -5.04295)
H (1.91121, -3.45762, -5.51213)
H (3.12955, -4.79877, -3.83602)
H (2.04872, -5.39554, -1.69530)
H (-0.25968, -4.64651, -1.23401)
O (6.66491, -2.99680, -4.62662)
N (6.08256, -3.41763, -3.65075)
O (4.87645, -3.37849, -3.49349)
C (6.88737, -4.02015, -2.57402)
C (8.26213, -4.05624, -2.70993)
C (9.01426, -4.60800, -1.68578)
C (8.38734, -5.11205, -0.55368)
C (7.00380, -5.07043, -0.44196)
C (6.24122, -4.51960, -1.45881)
H (8.73500, -3.66048, -3.59580)
H (10.09138, -4.64182, -1.77115)
H (8.97941, -5.53725, 0.24556)
H (6.51697, -5.46346, 0.43957)
H (5.16526, -4.47538, -1.38334)

Atom charges from the Löwdin analysis, given in e for atoms 1 to 6: atom 1 (C): 0.0214, atom 2 (C): -0.5412, atom 3 (O): 0.1366, atom 4 (O): -0.0214, atom 5 (C): -0.1988, atom 6 (C): -0.1835